Entry 1:
A cluster of 2 separate species, CH8N in total, computed with ωB97M-V/def2-TZVPD.

The calculation puts the lowest unoccupied orbital energy (alpha / beta) at 1.23 / 0.74 eV. As for the spin multiplicity: 2. The calculation puts the molar mass at 34.08 g/mol. The HOMO-LUMO gap (alpha / beta) comes out at 5.16 / 14.34 eV. Its expectation value of S² is 0.750.

Each line ends with the Löwdin charge.
Element x y z (Å)
N: -1.146 -0.089 -1.152  -0.0171
H: -1.793 -0.718 -0.674  0.0230
H: -0.335 -0.123 -0.508  0.0067
H: -0.875 -0.455 -2.078  0.0269
H: -1.479 0.897 -1.227  0.0292
C: 1.081 0.115 1.164  -0.1153
H: 0.592 0.960 1.692  0.0369
H: 1.698 0.492 0.299  0.0322
H: 0.443 -0.660 0.723  -0.0384
H: 1.813 -0.417 1.759  0.0159

Entry 2:
A structure of composition C63H77Cl4N10O10Sr, computed with ωB97M-V/def2-TZVPD.

The charge is +1. The calculation puts the lowest unoccupied orbital energy at -2.40 eV. As for the spin multiplicity: 1. The calculation puts the molar mass at 1363.80 g/mol. The HOMO-LUMO gap comes out at 7.26 eV.

Each line ends with the Löwdin charge.
Element x y z (Å)
Sr: 2.150 2.193 -2.865  1.4079
C: -0.080 -0.793 0.486  -0.0810
C: -0.272 -0.040 -0.864  -0.4819
O: 0.707 0.797 -1.333  -0.4577
H: 0.076 -0.028 1.246  0.0386
H: 0.735 -1.517 0.469  0.0449
H: -0.936 -1.364 0.845  0.0503
H: -1.126 0.596 -0.630  0.0665
H: -0.606 -0.762 -1.609  0.0683
C: -0.915 3.519 5.663  -0.0969
O: -1.160 2.662 6.729  -0.0633
C: -0.108 1.877 7.313  -0.4026
O: 1.088 1.984 7.026  0.0989
O: -0.572 0.895 8.221  -0.0327
C: -1.940 0.461 8.273  -0.0875
H: -0.189 4.326 5.764  0.0991
H: -1.909 3.936 5.501  0.0875
H: -0.707 2.998 4.728  0.0575
H: -2.369 0.321 7.281  0.0098
H: -2.549 1.258 8.700  0.0946
H: -2.033 -0.542 8.689  0.0882
C: 2.312 7.037 -1.961  -0.0112
O: 2.429 6.439 -0.692  0.0126
C: 2.249 5.174 -0.484  -0.5874
O: 2.412 4.331 -1.366  -0.0165
O: 2.065 4.933 0.786  0.0208
C: 1.733 5.916 1.700  -0.0339
H: 2.413 8.122 -1.926  0.1070
H: 1.420 6.743 -2.515  0.0878
H: 3.175 6.719 -2.546  0.0977
H: 2.343 6.814 1.599  0.1093
H: 1.983 5.457 2.657  0.1037
H: 0.667 6.103 1.827  0.0961
C: 2.054 -4.258 -0.240  -0.0633
O: 1.302 -4.422 -1.426  -0.0334
C: 0.949 -5.688 -1.801  -0.5903
O: 1.394 -6.698 -1.304  0.1358
O: 0.088 -5.568 -2.778  -0.0088
C: -0.376 -6.696 -3.458  -0.0408
H: 2.600 -3.323 -0.364  0.0894
H: 2.799 -5.010 0.023  0.0920
H: 1.347 -4.306 0.589  0.0750
H: 0.447 -7.379 -3.665  0.1070
H: -0.950 -6.408 -4.338  0.0828
H: -1.161 -7.176 -2.872  0.1011
N: -2.324 -4.281 2.485  0.0713
C: -3.096 -5.354 3.041  -0.0908
C: -3.633 -6.377 2.289  -0.0762
C: -3.430 -6.283 0.930  -0.0832
C: -2.668 -5.303 0.341  -0.0746
C: -2.119 -4.327 1.161  -0.1560
H: -3.354 -5.267 4.087  0.0984
H: -4.331 -7.069 2.736  0.1082
H: -3.852 -7.046 0.292  0.1087
H: -2.433 -5.352 -0.712  0.0919
H: -1.422 -3.641 0.704  0.0893
N: -2.811 3.227 2.547  0.0587
C: -3.268 4.510 2.622  -0.1197
C: -2.819 5.468 1.703  -0.0503
C: -1.911 5.034 0.681  -0.0778
C: -1.438 3.722 0.656  -0.0571
C: -1.911 2.865 1.647  -0.1619
H: -4.030 4.764 3.344  0.1026
H: -3.068 6.519 1.672  0.0958
H: -1.730 5.775 -0.083  0.0914
H: -0.761 3.313 -0.079  0.0869
H: -1.631 1.822 1.679  0.0743
N: -3.755 -4.825 -4.477  0.0516
C: -2.597 -4.105 -4.429  -0.1528
C: -2.299 -3.293 -3.328  -0.0655
C: -3.255 -3.222 -2.263  -0.1219
C: -4.377 -4.028 -2.256  -0.0632
C: -4.612 -4.805 -3.443  -0.1156
H: -1.889 -4.188 -5.241  0.0949
H: -1.341 -2.805 -3.232  0.0870
H: -3.040 -2.613 -1.397  0.0881
H: -5.045 -4.022 -1.407  0.1055
H: -5.460 -5.471 -3.503  0.0993
N: 3.837 1.147 4.576  0.0601
C: 4.455 1.878 3.635  -0.1384
C: 3.725 2.387 2.542  -0.0836
C: 2.360 2.234 2.470  -0.1182
C: 1.711 1.628 3.475  -0.0931
C: 2.455 0.995 4.525  -0.0887
H: 5.529 1.804 3.725  0.0986
H: 4.227 2.981 1.792  0.0889
H: 1.799 2.555 1.604  0.1008
H: 0.667 1.430 3.281  0.0336
H: 1.971 0.353 5.247  0.0938
N: 0.196 3.864 -3.492  -0.0344
C: -1.070 3.911 -2.986  -0.1273
C: -1.976 4.947 -3.292  -0.0654
C: -1.703 5.877 -4.259  -0.0486
C: -0.426 5.816 -4.858  -0.0595
C: 0.494 4.848 -4.453  -0.1404
H: -1.384 3.046 -2.420  0.0592
H: -2.981 4.839 -2.911  0.1021
H: -2.495 6.495 -4.656  0.1162
H: -0.244 6.555 -5.624  0.1064
H: 1.475 4.960 -4.889  0.1004
N: 3.450 -0.100 -3.491  -0.0331
C: 3.110 -1.347 -3.076  -0.1061
C: 4.022 -2.437 -3.135  -0.0159
C: 5.313 -2.191 -3.615  -0.0676
C: 5.683 -0.949 -4.044  -0.0603
C: 4.730 0.065 -3.940  -0.1365
H: 2.082 -1.457 -2.765  0.1001
H: 3.611 -3.408 -2.900  0.0985
H: 6.047 -2.978 -3.705  0.1130
H: 6.690 -0.862 -4.425  0.1127
H: 5.014 1.037 -4.314  0.0992
N: 4.116 1.950 -1.179  -0.0554
C: 5.275 2.671 -1.282  -0.1458
C: 6.430 2.305 -0.616  -0.0658
C: 6.532 1.066 0.047  -0.0286
C: 5.341 0.340 0.130  -0.0538
C: 4.157 0.795 -0.429  -0.1239
H: 5.229 3.609 -1.815  0.1025
H: 7.318 2.908 -0.735  0.1033
H: 7.522 0.820 0.401  0.1129
H: 5.401 -0.638 0.585  0.1072
H: 3.272 0.196 -0.274  0.1031
N: 0.983 1.114 -4.863  -0.0742
C: 0.210 -0.023 -4.883  -0.0817
C: -0.335 -0.630 -6.054  -0.0473
C: -0.145 -0.039 -7.255  -0.0671
C: 0.596 1.148 -7.272  -0.0406
C: 1.065 1.741 -6.082  -0.1280
H: 0.097 -0.460 -3.901  0.0837
H: -0.901 -1.549 -6.032  0.1005
H: -0.600 -0.492 -8.124  0.1186
H: 0.789 1.642 -8.212  0.1045
H: 1.630 2.661 -6.093  0.0882
N: -4.450 -1.422 1.355  0.0599
C: -5.230 -2.058 2.280  -0.1507
C: -5.960 -1.440 3.332  -0.0634
C: -5.826 -0.065 3.440  -0.0725
C: -5.084 0.657 2.475  -0.0514
C: -4.442 -0.080 1.450  -0.1569
H: -5.297 -3.136 2.244  0.0896
H: -6.597 -1.991 4.008  0.1034
H: -6.257 0.524 4.236  0.1038
H: -5.025 1.735 2.455  0.0805
H: -3.796 0.521 0.827  0.0839
N: 3.916 -3.127 2.481  0.0590
C: 2.898 -2.209 2.694  -0.0933
C: 1.529 -2.587 2.904  -0.0539
C: 1.316 -3.955 3.045  -0.1073
C: 2.333 -4.872 2.904  -0.0935
C: 3.609 -4.426 2.594  -0.1765
H: 3.212 -1.176 2.649  0.0807
H: 0.689 -1.918 3.026  0.0648
H: 0.344 -4.371 3.264  0.0913
H: 2.186 -5.938 2.994  0.1110
H: 4.370 -5.159 2.368  0.1048
C: -2.218 -1.563 4.300  -0.9994
Cl: -2.812 -1.797 5.968  0.5647
Cl: -1.395 -0.051 4.099  0.6178
H: -1.527 -2.358 4.021  0.0007
H: -3.130 -1.481 3.709  -0.0197
C: -4.060 -0.148 -2.903  -0.8992
Cl: -5.787 -0.501 -3.271  0.4999
Cl: -3.777 1.721 -2.821  0.4597
H: -3.881 -0.717 -1.991  -0.0071
H: -3.474 -0.648 -3.674  0.0117

Entry 3:
A cluster of 2 separate species, C6H15NO in total, computed with ωB97M-V/def2-TZVPD.

The charge is +1. The calculation puts the lowest unoccupied orbital energy (alpha / beta) at -3.63 / -7.36 eV. As for the spin multiplicity: 2. The calculation puts the molar mass at 117.19 g/mol. The HOMO-LUMO gap (alpha / beta) comes out at 11.35 / 8.05 eV. Its expectation value of S² is 0.773. The relative energy (zero: lowest compared OMol25 entry of this formula, charge and spin) comes out at 113.5 kJ/mol.

Each line ends with the Löwdin charge.
Element x y z (Å)
C: 0.630 -1.985 1.484  -0.0761
C: 1.389 -0.980 0.564  -0.2204
C: 0.812 -0.811 -0.888  -0.1345
C: -0.476 -0.096 -1.063  -0.2574
C: -1.681 -0.664 -0.808  0.1986
C: 0.764 1.973 -1.044  -0.0255
N: -0.453 1.256 -1.436  0.1208
H: 1.010 -2.982 1.266  0.0804
H: 0.890 -1.755 2.513  0.0761
H: -0.465 -1.925 1.379  0.0588
H: 1.590 -0.081 1.159  0.0979
H: 2.433 -1.260 0.486  0.1106
H: 0.799 -1.854 -1.263  0.1438
H: 1.714 -0.471 -1.424  0.1281
H: -2.655 -0.190 -0.989  0.1186
H: -1.794 -1.625 -0.346  0.0931
H: 1.078 1.656 -0.038  0.0978
H: 0.503 3.016 -0.940  0.1017
H: 1.606 1.904 -1.740  0.1134
H: -1.274 1.803 -1.152  0.1468
H: -2.146 2.151 2.085  0.0609
H: -2.068 0.988 1.045  0.0019
O: -2.206 1.930 1.150  -0.0355

Entry 4:
The ion C14H15N4O6 with charge -1, computed with ωB97M-V/def2-TZVPD.

The charge is -1. The calculation puts the lowest unoccupied orbital energy at 2.60 eV. As for the spin multiplicity: 1. The calculation puts the molar mass at 335.30 g/mol. The HOMO-LUMO gap comes out at 6.15 eV. The relative energy (zero: lowest compared OMol25 entry of this formula, charge and spin) comes out at 0.0 kJ/mol.

Each line ends with the Löwdin charge.
Element x y z (Å)
C: 4.260 -0.962 -3.455  -0.0892
C: 2.892 -0.325 -3.564  -0.2284
O: 2.150 -0.760 -2.386  -0.0510
C: 0.864 -0.403 -2.223  -0.5737
N: 0.530 -0.649 -0.843  0.0004
N: -0.646 -0.296 -0.405  -0.0752
C: -1.735 -1.205 -0.941  -0.4670
O: -1.555 -2.226 -1.580  0.0896
O: -2.881 -0.769 -0.432  -0.0361
C: -4.048 -1.665 -0.354  -0.1976
C: -5.284 -0.810 -0.281  -0.0832
O: 0.182 0.116 -3.090  0.0312
H: 5.035 -0.489 -4.060  0.0660
H: 4.570 -0.936 -2.412  0.0747
H: 4.204 -2.006 -3.763  0.0683
H: 2.956 0.762 -3.549  0.1140
H: 2.381 -0.598 -4.491  0.1132
H: -4.030 -2.313 -1.231  0.1164
H: -3.959 -2.284 0.540  0.1172
H: -6.105 -1.389 0.157  0.0723
H: -5.156 0.117 0.295  0.0802
H: -5.578 -0.517 -1.295  0.0766
C: -0.901 0.980 0.607  -0.0482
N: -0.906 2.276 -0.158  -0.3058
O: -1.782 2.389 -1.041  0.0525
O: -0.040 3.145 0.022  0.0104
C: 0.224 1.004 1.610  -0.1414
C: 0.998 2.102 2.081  -0.0020
C: 1.700 1.984 3.297  -0.0350
C: 1.821 0.760 3.961  -0.2577
C: 2.478 0.687 5.234  -0.1920
N: 3.007 0.571 6.269  0.1250
C: 1.218 -0.359 3.363  -0.0280
C: 0.494 -0.252 2.176  -0.0207
H: -1.935 0.874 1.051  0.1699
H: 1.038 3.057 1.538  0.0972
H: 2.136 2.882 3.760  0.1162
H: 1.314 -1.316 3.879  0.1143
H: 0.091 -1.176 1.716  0.1263

Entry 5:
A structure of composition C3H4MgNaO3, computed with ωB97M-V/def2-TZVPD.

The charge is +2. The calculation puts the lowest unoccupied orbital energy (alpha / beta) at -10.55 / -9.50 eV. As for the spin multiplicity: 2. The calculation puts the molar mass at 135.36 g/mol. The HOMO-LUMO gap (alpha / beta) comes out at 5.01 / 6.48 eV. Its expectation value of S² is 0.756. The relative energy (zero: lowest compared OMol25 entry of this formula, charge and spin) comes out at 520.1 kJ/mol.

Each line ends with the Löwdin charge.
Element x y z (Å)
O: -2.205 0.273 0.758  -0.0856
C: -1.525 1.328 0.565  -0.2832
C: -0.053 1.224 0.319  -0.0781
Na: -1.861 -1.911 0.559  0.7809
H: -0.706 1.544 -0.769  0.2396
H: 0.391 0.769 1.218  0.1283
H: 0.454 2.199 0.321  0.0854
O: 0.422 -1.029 -0.364  0.0769
C: 1.260 -1.272 -1.220  -0.2151
Mg: 3.580 -3.153 -1.026  1.2939
O: 2.024 -2.196 -1.525  -0.1058
H: -1.782 2.224 1.166  0.1628

Entry 6:
A structure of composition C27H34N7O2SSc, computed with ωB97M-V/def2-TZVPD.

The charge is +2. The calculation puts the lowest unoccupied orbital energy at -6.06 eV. As for the spin multiplicity: 1. The calculation puts the molar mass at 565.64 g/mol. The HOMO-LUMO gap comes out at 7.91 eV.

Each line ends with the Löwdin charge.
Element x y z (Å)
Sc: 0.094 0.222 -0.732  1.0472
C: -2.560 -3.422 -1.853  0.0243
C: -1.513 -2.407 -1.533  -0.2224
N: -1.688 -1.176 -1.259  0.0047
C: -2.962 -0.592 -0.871  -0.1392
C: -2.855 -0.333 0.649  -0.1241
N: -1.432 -0.250 1.078  -0.1067
C: -1.195 0.589 2.269  -0.1688
C: -0.912 2.007 1.825  -0.1564
N: 0.163 2.032 0.810  -0.1159
C: 1.546 2.183 1.323  -0.1574
C: 2.187 0.857 1.707  -0.1561
N: 1.755 -0.202 0.794  0.0247
C: 2.430 -1.283 0.707  -0.2381
C: 3.701 -1.553 1.437  0.0240
C: 1.846 -2.313 -0.212  -0.1845
C: 2.494 -3.445 -0.679  0.0497
C: 1.793 -4.294 -1.524  0.0206
C: 0.473 -4.017 -1.856  0.0468
C: -0.091 -2.858 -1.359  -0.1890
N: 0.595 -2.039 -0.563  0.0702
H: -3.516 -2.973 -2.104  0.0859
H: -2.693 -4.104 -1.009  0.1167
H: -2.239 -4.026 -2.702  0.0971
H: -3.829 -1.211 -1.095  0.1193
H: -3.079 0.343 -1.408  0.0822
H: -3.356 -1.128 1.204  0.1331
H: -3.357 0.599 0.907  0.1267
H: -1.116 -1.191 1.286  0.1175
H: -0.339 0.175 2.802  0.1182
H: -2.041 0.566 2.960  0.1363
H: -0.664 2.636 2.684  0.1350
H: -1.804 2.433 1.362  0.1280
H: -0.003 2.836 0.218  0.1090
H: 1.572 2.863 2.178  0.1328
H: 2.119 2.635 0.517  0.1178
H: 1.930 0.565 2.729  0.1316
H: 3.271 0.983 1.680  0.1321
H: 3.632 -1.231 2.475  0.1009
H: 4.508 -0.982 0.966  0.1222
H: 3.970 -2.605 1.422  0.0863
H: 3.516 -3.660 -0.407  0.1286
H: 2.275 -5.180 -1.917  0.1324
H: -0.088 -4.687 -2.493  0.1278
C: 3.471 2.339 -8.198  -0.0293
C: 3.110 1.854 -6.822  -0.2393
C: 1.914 1.179 -6.593  -0.0128
C: 1.565 0.755 -5.321  -0.0427
C: 2.438 1.009 -4.270  -0.3145
C: 3.650 1.672 -4.468  -0.0353
C: 3.969 2.089 -5.744  -0.0113
S: 2.008 0.546 -2.664  0.6297
O: 3.160 0.060 -1.956  -0.2648
O: 0.866 -0.416 -2.749  -0.3525
N: 1.377 1.746 -1.815  -0.1738
C: 0.257 2.373 -2.430  -0.3992
C: 0.361 3.365 -3.395  0.0171
C: -0.801 3.924 -3.887  -0.0087
C: -2.030 3.498 -3.390  -0.0265
C: -2.045 2.521 -2.421  -0.0990
N: -0.923 1.952 -1.950  0.0411
H: 2.919 1.805 -8.969  0.0849
H: 4.536 2.222 -8.390  0.0900
H: 3.237 3.401 -8.297  0.0963
H: 1.250 0.977 -7.425  0.1237
H: 0.637 0.228 -5.145  0.1175
H: 4.329 1.842 -3.642  0.1250
H: 4.910 2.598 -5.916  0.1278
H: 1.339 3.680 -3.732  0.1305
H: -0.756 4.698 -4.641  0.1275
H: -2.959 3.926 -3.738  0.1208
H: -2.983 2.195 -1.992  0.1067